4 unconnected molecules or ions with the total composition C42H89NO3S3. Source: the Open Molecules 2025 dataset; level of theory: ωB97M-V/def2-TZVPD.

Properties
**Total charge**: 0
**E_tot**: -85133.0574 eV
**HOMO energy**: -8.65 eV
**Gap between HOMO and LUMO**: 7.7 eV
**Multiplicity**: 1

Geometry as XYZ:
```
138
Properties=species:S:1:pos:R:3:forces:R:3
C 5.2644 -1.7414 3.1886 -0.5367 -0.3039 0.4420
C 3.8327 -2.1603 3.7580 1.0895 -0.0413 -0.5723
C 3.4152 -3.5269 3.0914 -0.7590 1.2121 -0.0947
C 3.0760 -3.2872 1.5555 0.5128 -0.2775 1.2404
C 2.0709 -4.3605 1.0259 0.9964 0.1687 -0.3436
C 1.5878 -4.1244 -0.4570 -0.7156 -0.9013 -0.1437
C 0.0482 -3.7600 -0.5310 1.2388 -0.2373 0.7568
C -0.1602 -2.4539 0.3296 -0.9038 -0.5303 0.3233
N -0.9124 -1.3635 -0.3237 -0.8063 -0.6022 -0.8144
C -0.3854 -0.9874 -1.6501 -0.1433 2.4783 -0.5132
C -0.1078 0.6007 -1.5740 1.0342 -1.6456 -0.4210
C 1.2318 0.7626 -0.6929 -0.8905 1.0257 -0.6982
C 1.0421 1.5627 0.6485 0.3504 -0.6648 0.2663
C -0.2751 1.2489 1.4301 0.8819 1.0129 0.8933
C -0.2886 1.9484 2.8635 -0.8626 -0.8419 -0.3743
C -0.8697 0.9525 3.9363 0.8098 -0.0855 0.9792
C -0.1555 1.1741 5.3445 -0.4739 -0.3283 -1.0119
C -2.3334 -1.5854 -0.3208 -0.9051 -0.9586 -0.1936
S -3.1201 -2.7602 -1.2151 0.7824 1.3805 0.8515
S -3.2840 -0.4184 0.7424 1.0055 -0.6201 0.1728
C -4.3722 -1.4172 1.8381 -0.1778 -0.2060 0.2309
C -3.6206 -2.3670 2.8297 -0.3878 -0.5428 -0.2245
C -3.2099 -3.7659 2.2422 -0.1884 -0.2347 0.9520
C -4.4098 -4.8028 2.2218 0.9664 0.2141 0.1091
C -3.7934 -6.2522 2.2298 -0.4846 0.3589 -0.7340
C -3.5485 -6.7029 0.7395 0.5951 0.0155 1.5551
O -4.7790 -7.2725 0.2344 -0.8462 1.8324 0.3629
S -5.8845 -6.0584 0.0563 -4.0548 0.7396 -3.8736
O -5.8717 -5.6603 -1.3788 1.0751 -0.6920 2.9205
O -7.2584 -6.4404 0.4613 3.2425 -0.1698 0.4331
C -5.4130 -4.5670 1.0202 0.7451 0.3377 0.8580
H 5.1566 -0.9578 2.4038 0.2234 -0.6649 0.4805
H 5.7270 -2.6615 2.7615 -0.1065 0.8247 0.1429
H 5.9451 -1.3628 3.9814 -0.4891 -0.1407 -0.5138
H 3.8336 -2.2139 4.8720 0.1116 -0.1388 -0.8129
H 3.1355 -1.3362 3.4806 0.1289 -0.7656 0.2237
H 2.4984 -3.8709 3.6311 0.6699 -0.0925 -0.4944
H 4.2343 -4.2769 3.1835 -0.6577 0.4506 0.1455
H 2.7127 -2.2350 1.4918 -0.0501 -0.7613 -0.2355
H 4.0666 -3.3082 1.0329 -0.9805 -0.0723 -0.0173
H 2.6145 -5.3412 1.0529 -0.4665 0.7427 0.0743
H 1.2359 -4.4640 1.7584 0.3549 0.2082 -0.6680
H 2.2261 -3.3831 -0.9969 -0.5029 -0.3271 0.5493
H 1.7212 -5.0951 -0.9973 -0.0564 0.7753 0.2393
H -0.3324 -3.7002 -1.5711 0.3420 0.2440 0.6541
H -0.4874 -4.6231 -0.0548 0.2639 0.7534 -0.3793
H 0.8051 -2.0151 0.6729 -0.6888 -0.4449 -0.3123
H -0.7557 -2.7557 1.2315 0.7020 0.5052 -0.4952
H -1.0829 -1.1661 -2.5005 0.2460 -0.2540 0.7715
H 0.5847 -1.4640 -1.9156 -0.7013 0.0307 0.4665
H 0.0204 0.9182 -2.6428 0.1850 0.0620 0.9273
H -0.9852 1.1524 -1.1738 0.5898 -0.5026 -0.1364
H 1.6722 -0.2538 -0.5318 -0.3763 0.8835 0.0736
H 1.9570 1.3436 -1.3130 -0.3271 -0.5626 0.4578
H 1.8869 1.2532 1.3234 -0.5885 0.3573 -0.4993
H 1.1926 2.6564 0.4723 -0.3836 -0.7462 0.0776
H -1.1664 1.6296 0.8911 0.5132 -0.7225 0.1666
H -0.3085 0.1570 1.6329 -0.3019 0.7355 -0.5906
H 0.7381 2.2758 3.1673 -0.8413 -0.1949 -0.2776
H -0.9868 2.8235 2.8328 0.8886 -0.4177 0.0333
H -1.9793 1.0285 4.0303 0.7803 0.0705 -0.1021
H -0.6631 -0.1222 3.6838 -0.0858 0.9516 -0.1964
H -0.6212 2.0181 5.8962 0.5248 -0.5037 -0.2322
H 0.9171 1.3748 5.1093 -0.7574 -0.0247 0.5226
H -0.2119 0.2338 5.9381 -0.0296 0.7798 -0.1840
H -5.1314 -1.9166 1.1986 0.5461 0.0807 0.5686
H -4.9361 -0.6787 2.4641 0.5954 -0.2560 -0.7842
H -2.7372 -1.8880 3.3199 -0.6720 -0.0515 -0.7089
H -4.3355 -2.5792 3.6708 0.5467 0.1714 -0.6317
H -2.6741 -3.7134 1.2683 -0.5937 0.0261 0.6184
H -2.4745 -4.2014 2.9709 -0.5365 0.4046 -0.5700
H -4.9813 -4.6500 3.1691 0.4608 -0.1905 -0.6657
H -2.8201 -6.2866 2.7672 -0.7549 0.1606 -0.1792
H -4.5338 -6.9130 2.7476 0.8285 0.1071 -0.6412
H -2.7731 -7.4984 0.7129 -0.7023 0.4617 -0.2778
H -3.2085 -5.8191 0.1379 -0.2854 -0.8245 0.2159
H -6.3404 -4.1207 1.4507 0.3380 -0.8786 -0.6541
H -5.0423 -3.8127 0.2807 -0.0518 -1.0499 0.3897
C 0.9874 4.5182 -7.4123 0.1492 0.0429 0.0126
C 1.3641 3.6630 -6.2082 -0.0975 -0.0645 -0.0611
C 0.1586 3.2193 -5.3790 0.0597 -0.0520 0.0964
C -0.6470 4.3537 -4.7395 -0.0103 0.0525 -0.1175
C 0.1495 5.2788 -3.8196 -0.1375 -0.0694 0.0542
C 0.7344 4.5623 -2.6095 0.1381 0.1105 0.0324
H 0.5110 5.4528 -7.1105 -0.0185 -0.0235 -0.0307
H 1.8793 4.7745 -7.9879 -0.0707 0.0186 -0.0311
H 0.3033 3.9804 -8.0731 -0.0169 0.0429 0.0236
H 2.0795 4.2048 -5.5825 -0.0218 -0.0259 0.0227
H 1.8854 2.7694 -6.5656 0.0172 0.0216 0.0567
H 0.5037 2.5322 -4.5988 -0.0248 0.0124 -0.0013
H -0.5136 2.6346 -6.0163 0.0238 0.0095 0.0013
H -1.4723 3.9111 -4.1712 0.0236 0.0256 0.0096
H -1.1141 4.9557 -5.5251 0.0057 -0.0359 0.0060
H -0.5167 6.0719 -3.4670 0.0328 0.0048 -0.0524
H 0.9492 5.7767 -4.3755 -0.0238 -0.0215 -0.0238
H -0.0520 4.0896 -2.0155 0.0243 -0.0384 -0.0232
H 1.2598 5.2727 -1.9671 -0.0065 -0.0819 0.0326
H 1.4511 3.7927 -2.9053 -0.0283 -0.0189 0.0414
C 0.2262 6.2778 2.7806 0.1170 0.0924 -0.0102
C 0.8027 5.9999 4.1641 -0.0694 -0.1150 -0.0509
C -0.2172 5.4085 5.1374 0.0674 -0.0062 0.1185
C -1.4160 6.3057 5.4546 -0.0207 0.0159 -0.1371
C -1.0677 7.6774 6.0318 -0.0974 -0.0734 0.0902
C -0.3478 7.6033 7.3730 0.0626 0.1493 -0.0414
H -0.5719 7.0218 2.8176 -0.0073 -0.0352 -0.0225
H 1.0039 6.6624 2.1170 -0.0699 -0.0182 -0.0353
H -0.1747 5.3638 2.3352 -0.0294 0.0308 0.0111
H 1.2338 6.9182 4.5736 -0.0126 -0.0242 0.0274
H 1.6313 5.2926 4.0598 -0.0018 0.0368 0.0481
H 0.2977 5.1464 6.0674 -0.0350 -0.0031 -0.0120
H -0.5913 4.4646 4.7264 0.0270 0.0158 -0.0081
H -2.0643 5.7765 6.1614 0.0106 0.0332 -0.0007
H -2.0138 6.4468 4.5486 0.0141 -0.0218 0.0164
H -1.9965 8.2402 6.1663 0.0343 0.0057 -0.0561
H -0.4643 8.2492 5.3209 -0.0153 -0.0314 -0.0166
H -0.9522 7.0707 8.1110 0.0419 -0.0244 -0.0145
H -0.1582 8.6082 7.7565 0.0155 -0.0641 0.0465
H 0.6157 7.0972 7.2871 -0.0308 -0.0103 0.0327
C 2.3583 -4.0464 -7.4682 0.1501 -0.0223 0.0036
C 2.5795 -3.8533 -5.9726 -0.1189 -0.0473 -0.0125
C 1.4769 -3.0370 -5.2976 0.0445 0.0182 0.1196
C 1.3309 -1.5981 -5.7991 -0.0123 -0.0380 -0.1240
C 2.5890 -0.7376 -5.6843 -0.1539 0.0395 0.0648
C 3.0530 -0.5434 -4.2469 0.1623 0.0439 -0.0436
H 2.3632 -3.0950 -8.0033 -0.0317 -0.0282 -0.0091
H 3.1522 -4.6656 -7.8910 -0.0617 0.0183 -0.0460
H 1.4049 -4.5445 -7.6596 0.0072 0.0495 -0.0168
H 3.5560 -3.3903 -5.8027 -0.0256 0.0115 0.0277
H 2.6208 -4.8379 -5.4969 0.0319 0.0489 0.0259
H 1.6572 -3.0304 -4.2169 -0.0223 0.0167 -0.0143
H 0.5198 -3.5506 -5.4377 0.0256 0.0013 0.0011
H 0.5201 -1.1193 -5.2383 0.0273 0.0220 -0.0111
H 1.0061 -1.6085 -6.8441 -0.0140 -0.0151 0.0329
H 2.3755 0.2446 -6.1177 0.0190 -0.0405 -0.0274
H 3.4016 -1.1637 -6.2798 -0.0358 -0.0201 -0.0061
H 2.2682 -0.0817 -3.6409 0.0048 -0.0202 0.0115
H 3.9288 0.1090 -4.2202 -0.0391 -0.0151 0.1025
H 3.3330 -1.4902 -3.7795 -0.0174 0.0236 0.0139
```
Positions in Å, forces in eV/Å.